Record 1
Here is a molecular structure, C43H55FIrN4O6S2Si4 from the Open Molecules 2025 dataset. Energies are from ωB97M-V/def2-TZVPD.

Atoms and positions in Å:
Ir 0.355 -0.062 0.072
C 4.431 4.000 2.350
Si 3.083 3.476 3.538
C 3.672 3.788 5.290
C 1.513 4.437 3.229
C 2.713 1.620 3.412
C 3.098 0.759 4.432
C 2.780 -0.597 4.406
C 2.047 -1.070 3.339
N 1.674 -0.279 2.337
C 2.007 1.011 2.361
S 1.486 1.778 0.890
H 4.943 4.880 2.747
H 4.031 4.259 1.370
H 5.176 3.215 2.209
H 3.769 4.865 5.444
H 4.651 3.344 5.481
H 2.971 3.409 6.037
H 1.666 5.492 3.470
H 0.699 4.063 3.852
H 1.187 4.376 2.189
H 3.656 1.145 5.277
H 3.086 -1.264 5.200
H 1.755 -2.113 3.277
C 1.712 -0.323 -4.790
Si 0.767 -0.600 -3.178
C 0.417 -2.468 -3.280
C -0.874 0.207 -3.537
C 1.754 -0.074 -1.602
Si 2.821 1.510 -1.956
C 4.313 1.890 -0.842
C 3.847 1.377 -3.545
C 1.814 3.072 -2.102
Si 2.973 -1.438 -1.235
C 4.380 -1.063 -0.049
C 3.752 -2.354 -2.679
C 1.971 -2.668 -0.221
C 2.174 -4.039 -0.065
C 1.392 -4.757 0.815
C 0.423 -4.085 1.553
C 0.259 -2.733 1.357
N 1.004 -2.052 0.471
H 1.179 -0.892 -5.557
H 2.745 -0.670 -4.777
H 1.695 0.722 -5.103
H 0.791 -2.839 -4.236
H -0.664 -2.598 -3.280
H 0.835 -3.103 -2.500
H -1.211 -0.243 -4.477
H -0.803 1.284 -3.681
H -1.631 0.028 -2.778
H 5.167 1.264 -1.100
H 4.166 1.849 0.232
H 4.594 2.915 -1.104
H 4.464 0.476 -3.549
H 4.538 2.224 -3.514
H 3.314 1.429 -4.489
H 1.267 3.307 -1.192
H 1.088 3.049 -2.916
H 2.493 3.910 -2.282
H 5.228 -0.628 -0.577
H 4.719 -2.003 0.396
H 4.097 -0.386 0.757
H 4.288 -1.657 -3.324
H 3.016 -2.871 -3.296
H 4.481 -3.087 -2.322
H 2.945 -4.524 -0.649
H 1.531 -5.824 0.935
H -0.201 -4.600 2.270
H -0.469 -2.150 1.906
C -7.122 -1.693 -0.402
C -6.361 -2.441 0.684
C -6.734 -3.913 0.798
C -6.331 -4.667 -0.460
C -4.881 -4.424 -0.783
C -4.147 -5.350 -1.487
C -2.802 -5.118 -1.761
F -2.118 -6.072 -2.418
C -2.168 -3.972 -1.382
C -2.893 -3.003 -0.674
C -2.232 -1.768 -0.250
O -1.133 -1.450 -0.778
C -2.920 -1.020 0.740
C -4.234 -1.309 0.989
N -4.907 -2.327 0.446
C -4.235 -3.247 -0.348
C -2.311 0.055 1.612
O -3.066 0.771 2.251
O -1.024 0.055 1.717
H -8.196 -1.789 -0.242
H -6.883 -2.078 -1.394
H -6.865 -0.633 -0.387
H -6.538 -1.957 1.645
H -7.807 -3.993 0.974
H -6.225 -4.341 1.665
H -6.951 -4.347 -1.302
H -6.504 -5.737 -0.340
H -4.600 -6.277 -1.817
H -1.125 -3.812 -1.603
H -4.780 -0.661 1.664
O -0.901 5.412 -2.557
S -1.899 4.611 -1.909
O -3.271 4.774 -2.290
N -1.472 3.025 -2.003
C -1.180 2.544 -0.839
O -0.866 1.291 -0.698
C -1.362 3.482 0.320
C -1.304 3.247 1.683
C -1.625 4.294 2.539
C -1.985 5.545 2.050
C -2.062 5.776 0.681
C -1.751 4.724 -0.152
H -1.044 2.274 2.070
H -1.602 4.127 3.608
H -2.224 6.342 2.743
H -2.371 6.733 0.283

Its HOMO energy (spin up / spin down) is -7.91 / -7.87 eV. The calculation puts the gap between HOMO and LUMO (spin up / spin down) at 7.23 / 6.19 eV. For the total energy, the calculation gives -4500.74190 a.u. The value obtained for the relative energy (zero: lowest compared OMol25 entry of this formula, charge and spin) is 30.31 kcal/mol. As for the spin multiplicity: 2.

Record 2
Here is a molecular structure, C43H55GeN6SiTc in a non-equilibrium geometry from the Open Molecules 2025 dataset. Energies are from ωB97M-V/def2-TZVPD.

Atoms and positions in Å:
Tc 8.680 -19.145 -11.516
C 11.693 -23.104 -11.644
N 10.222 -23.296 -11.493
C 9.875 -24.665 -11.177
C 9.457 -22.221 -11.257
N 9.753 -20.965 -11.441
N 8.198 -22.468 -10.776
C 7.258 -21.625 -10.251
N 6.183 -22.274 -9.801
N 7.494 -20.321 -10.259
H 12.270 -23.245 -10.701
H 11.888 -22.106 -12.063
H 12.122 -23.894 -12.298
H 10.630 -25.253 -11.712
H 8.848 -24.872 -11.604
H 9.904 -24.906 -10.109
H 10.652 -20.818 -11.962
H 7.916 -23.446 -10.900
H 6.236 -23.286 -9.887
H 5.325 -21.849 -9.512
H 6.823 -19.838 -9.639
C 11.421 -18.585 -15.034
C 12.457 -17.807 -14.477
C 12.449 -17.569 -13.139
C 11.485 -18.256 -12.326
N 10.335 -18.832 -12.916
C 10.386 -19.090 -14.279
C 11.422 -18.264 -10.837
C 12.498 -17.783 -10.071
C 12.414 -17.727 -8.670
C 11.167 -18.039 -8.071
C 10.088 -18.484 -8.861
C 10.098 -18.462 -10.269
H 11.392 -18.791 -16.106
H 13.180 -17.430 -15.227
H 13.073 -16.731 -12.711
H 9.560 -19.639 -14.669
H 13.410 -17.369 -10.585
H 13.274 -17.441 -8.122
H 11.011 -17.924 -6.963
H 9.150 -18.786 -8.314
C 4.868 -16.715 -14.132
Si 6.528 -17.803 -14.060
C 5.917 -19.646 -14.443
C 5.004 -19.731 -15.654
C 5.138 -20.261 -13.290
C 7.151 -20.499 -14.827
C 7.538 -16.714 -15.431
C 6.696 -15.653 -16.077
C 8.686 -15.992 -14.714
C 8.083 -17.618 -16.521
H 4.605 -16.767 -15.169
H 5.165 -15.675 -13.906
H 4.029 -17.064 -13.525
H 4.204 -18.992 -15.515
H 4.596 -20.791 -15.863
H 5.549 -19.481 -16.583
H 4.067 -20.090 -13.387
H 5.464 -19.881 -12.323
H 5.321 -21.353 -13.294
H 6.905 -21.378 -15.480
H 7.648 -20.723 -13.897
H 7.916 -20.021 -15.457
H 5.996 -15.088 -15.424
H 6.047 -15.992 -16.866
H 7.382 -14.896 -16.493
H 9.273 -16.746 -14.206
H 8.275 -15.342 -13.861
H 9.230 -15.393 -15.422
H 7.318 -18.327 -16.880
H 8.940 -18.206 -16.231
H 8.279 -17.105 -17.492
C 7.359 -18.000 -12.333
Ge 6.605 -16.768 -10.935
C 4.659 -16.456 -10.747
C 4.210 -15.302 -10.080
C 2.847 -15.198 -9.695
C 1.913 -16.188 -10.102
C 2.413 -17.338 -10.707
C 3.736 -17.428 -11.140
C 7.555 -15.085 -11.384
C 8.927 -14.991 -11.108
C 9.449 -13.682 -11.054
C 8.729 -12.502 -11.301
C 7.352 -12.652 -11.610
C 6.793 -13.935 -11.616
C 6.778 -17.236 -8.997
C 6.013 -18.204 -8.397
C 6.340 -18.569 -7.057
C 7.219 -17.793 -6.256
C 7.992 -16.804 -6.878
C 7.792 -16.582 -8.275
H 4.894 -14.485 -9.802
H 2.665 -14.273 -9.173
H 0.901 -16.104 -9.668
H 1.693 -18.188 -10.777
H 4.080 -18.306 -11.717
H 9.492 -15.856 -10.854
H 10.539 -13.570 -10.907
H 9.120 -11.495 -11.188
H 6.708 -11.826 -11.797
H 5.759 -13.966 -11.962
H 5.134 -18.586 -8.937
H 6.027 -19.554 -6.684
H 7.431 -18.048 -5.210
H 8.775 -16.231 -6.337
H 8.454 -15.877 -8.745

Its HOMO energy is -13.10 eV. The calculation puts the gap between HOMO and LUMO at 6.55 eV. For the total energy, the calculation gives -4446.66390 a.u. The net charge is +2.

Record 3
Here is a molecular structure, C43H55N7OPbSiTe from the Open Molecules 2025 dataset. Energies are from ωB97M-V/def2-TZVPD.

Atoms and positions in Å:
Pb -1.031 0.656 -0.604
C 2.377 -3.219 2.917
N 1.839 -1.875 3.028
C 1.294 -1.574 4.333
C 1.581 -1.130 1.890
N 0.566 -0.360 1.667
C -0.622 -0.439 2.401
C -1.246 -1.649 2.609
C -2.461 -1.743 3.308
C -3.048 -0.619 3.804
C -2.472 0.656 3.576
C -3.122 1.806 4.088
C -2.614 3.048 3.853
C -1.452 3.192 3.079
C -0.771 2.108 2.566
N 0.305 2.360 1.703
C 1.288 3.115 2.056
N 2.041 3.745 1.102
C 1.515 3.964 -0.227
C 3.459 3.984 1.255
N 1.730 3.324 3.355
C 1.916 4.675 3.847
C 1.458 2.334 4.366
C -1.265 0.778 2.830
N 2.563 -1.230 0.932
C 2.299 -0.717 -0.396
C 3.965 -1.188 1.311
H 1.633 -3.945 3.263
H 3.276 -3.337 3.530
H 2.622 -3.443 1.883
H 2.085 -1.683 5.080
H 0.471 -2.246 4.596
H 0.915 -0.561 4.375
H -0.779 -2.545 2.221
H -2.919 -2.714 3.449
H -3.976 -0.674 4.360
H -4.034 1.673 4.657
H -3.114 3.928 4.238
H -1.084 4.182 2.833
H 0.433 3.866 -0.216
H 1.925 3.251 -0.948
H 1.772 4.973 -0.558
H 3.803 3.605 2.213
H 3.693 5.052 1.193
H 4.010 3.475 0.458
H 1.994 5.370 3.014
H 2.826 4.747 4.448
H 1.067 4.978 4.471
H 1.423 1.360 3.889
H 0.513 2.505 4.896
H 2.273 2.338 5.094
H 1.325 -1.048 -0.746
H 3.044 -1.124 -1.081
H 2.345 0.379 -0.434
H 4.075 -1.342 2.380
H 4.395 -0.213 1.057
H 4.532 -1.957 0.783
C -2.325 -3.514 -0.542
C -1.017 -3.881 -1.256
C -1.190 -5.278 -1.860
C 0.124 -3.899 -0.233
Si -0.697 -2.519 -2.550
O -0.939 -1.068 -1.896
C -1.901 -2.730 -3.979
C -3.017 -1.895 -4.060
C -3.934 -2.013 -5.097
C -3.747 -2.976 -6.078
C -2.642 -3.815 -6.019
C -1.731 -3.688 -4.981
C 1.062 -2.614 -3.237
C 1.763 -3.795 -3.494
C 3.048 -3.779 -4.021
C 3.666 -2.570 -4.309
C 2.988 -1.383 -4.070
C 1.704 -1.411 -3.541
H -2.551 -4.256 0.234
H -3.167 -3.497 -1.239
H -2.267 -2.535 -0.062
H -1.410 -6.000 -1.064
H -0.296 -5.633 -2.374
H -2.018 -5.306 -2.571
H -0.099 -4.609 0.575
H 0.265 -2.914 0.221
H 1.074 -4.193 -0.685
H -3.166 -1.138 -3.297
H -4.790 -1.351 -5.140
H -4.458 -3.070 -6.890
H -2.489 -4.563 -6.787
H -0.864 -4.341 -4.962
H 1.310 -4.755 -3.279
H 3.567 -4.711 -4.207
H 4.667 -2.554 -4.722
H 3.457 -0.432 -4.295
H 1.192 -0.476 -3.354
Te -2.784 2.016 -2.838
C -2.638 3.852 -1.797
C -3.119 3.959 -0.492
C -3.001 5.152 0.208
C -2.408 6.256 -0.387
C -1.931 6.159 -1.687
C -2.038 4.963 -2.384
H -3.583 3.102 -0.018
H -3.378 5.216 1.222
H -2.323 7.188 0.157
H -1.470 7.017 -2.162
H -1.661 4.900 -3.398
N 0.530 2.187 -3.446
C -0.202 1.823 -2.554
H 0.195 2.515 -4.346

Its HOMO energy is -7.04 eV. The calculation puts the gap between HOMO and LUMO at 7.49 eV. For the total energy, the calculation gives -2880.46757 a.u. The value obtained for the relative energy (zero: lowest compared OMol25 entry of this formula, charge and spin) is 5.12 kcal/mol.

Record 4
Here is 3 unconnected molecules or ions with the total composition C43H56BClFNO2S in a non-equilibrium geometry from the Open Molecules 2025 dataset. Energies are from ωB97M-V/def2-TZVPD.

Atoms and positions in Å:
C 2.325 -0.559 -8.529
C 3.298 -1.090 -7.512
C 3.835 -0.020 -6.349
C 2.912 -0.012 -4.993
C 2.415 -1.514 -4.452
C 1.519 -1.644 -3.079
C 0.994 -3.104 -2.513
C 1.964 -4.370 -2.899
C 2.413 -5.091 -1.464
C 3.428 -4.108 -0.623
C 3.975 -4.789 0.785
C 4.460 -3.532 1.758
C 3.125 -2.895 2.526
C 3.694 -2.220 3.939
C 3.341 -0.596 3.980
C 1.161 -0.257 -2.283
C 1.573 1.268 -2.747
C 2.477 1.366 -4.151
C 2.988 2.858 -4.700
C 4.047 3.584 -3.629
C 5.541 2.852 -3.648
C 5.915 2.315 -2.124
C 5.489 0.736 -1.896
C 6.697 -0.331 -2.315
N 1.234 2.531 -1.988
C -0.137 2.495 -1.352
C -0.852 1.184 -0.650
C -2.339 1.152 0.041
C -3.225 2.536 0.094
C -4.738 2.517 0.783
B -4.840 1.474 2.080
O -4.593 1.845 3.488
O -5.170 0.048 1.729
C -2.538 3.885 -0.559
F -3.341 5.159 -0.465
C -1.034 3.905 -1.289
Cl -0.474 5.546 -1.941
S 0.168 -0.414 -0.658
H 1.171 -0.770 -8.464
H 2.740 0.116 -9.399
H 3.659 -2.200 -7.607
H 3.931 1.010 -6.895
H 4.910 -0.404 -6.021
H 2.703 -2.505 -5.005
H 0.825 -3.141 -1.354
H -0.073 -3.321 -3.001
H 1.295 -5.182 -3.449
H 2.921 -4.094 -3.515
H 1.426 -5.193 -0.807
H 2.840 -6.171 -1.654
H 4.309 -3.793 -1.355
H 2.772 -3.170 -0.286
H 4.885 -5.511 0.641
H 3.121 -5.370 1.342
H 5.282 -3.900 2.505
H 4.865 -2.668 1.067
H 2.367 -3.772 2.752
H 2.645 -2.019 1.883
H 3.229 -2.819 4.832
H 4.878 -2.280 3.978
H 2.234 -0.490 4.385
H 4.127 -0.059 4.680
H 3.403 -0.089 2.907
H 3.564 2.805 -5.716
H 2.054 3.576 -4.892
H 4.198 4.704 -4.014
H 3.608 3.598 -2.541
H 5.624 1.996 -4.458
H 6.362 3.682 -3.895
H 7.066 2.401 -1.910
H 5.358 2.958 -1.318
H 5.222 0.510 -0.764
H 4.550 0.432 -2.526
H 7.757 0.071 -2.025
H 6.522 -1.353 -1.731
H 6.616 -0.466 -3.487
H 1.232 3.376 -2.600
H -2.698 0.098 0.471
H -5.452 2.047 -0.049
H -5.163 3.585 1.007
H -3.920 1.157 3.828
H -4.408 -0.470 2.161
C -6.752 -2.040 3.747
C -7.792 -2.772 3.175
C -8.398 -3.802 3.894
C -7.961 -4.103 5.184
C -6.915 -3.377 5.752
C -6.312 -2.344 5.035
H -6.285 -1.233 3.190
H -8.131 -2.539 2.169
H -9.211 -4.371 3.449
H -8.435 -4.904 5.745
H -6.570 -3.615 6.756
H -5.498 -1.777 5.479
C -6.343 3.599 5.155
C -7.330 3.563 6.140
C -7.990 4.735 6.509
C -7.661 5.944 5.896
C -6.667 5.981 4.918
C -6.009 4.809 4.546
H -5.833 2.685 4.863
H -7.585 2.622 6.620
H -8.762 4.706 7.274
H -8.177 6.856 6.181
H -6.406 6.924 4.444
H -5.237 4.837 3.782

Its HOMO energy is -7.72 eV. The calculation puts the gap between HOMO and LUMO at 6.95 eV. For the total energy, the calculation gives -2859.46184 a.u.

Question: total energy of number 1 (C43H55FIrN4O6S2Si4)?
Answer: -4500.74190 a.u.